# 1
Formula: C6H10O
Source: OMol25
Level of theory: wB97M-V/def2-TZVPD

Molecular weight = 98.14 Da
Highest occupied orbital energy = -9.216 eV
Electronic energy = -8430.56020 eV
HOMO-LUMO gap = 10.3 eV
SMILES string = C1=CCOCCC1

The geometry in ORCA input format:
```
! wB97M-V def2-TZVPD RIJCOSX def2/J DEFGRID3
* xyz 0 1
C 0.39 1.57 -0.20
C 1.46 0.86 0.14
C 1.53 -0.64 0.29
O 0.75 -1.34 -0.64
C -0.59 -1.53 -0.26
C -1.31 -0.29 0.26
C -1.01 1.04 -0.44
H 0.50 2.65 -0.31
H 2.40 1.39 0.31
H 1.27 -0.92 1.33
H 2.56 -0.96 0.12
H -0.61 -2.27 0.56
H -1.07 -1.91 -1.17
H -1.05 -0.16 1.32
H -2.39 -0.47 0.24
H -1.21 1.01 -1.52
H -1.71 1.77 -0.02
*
```

---

# 2
Formula: C6H6O2S
Source: OMol25
Level of theory: wB97M-V/def2-TZVPD

Molecular weight = 142.18 Da
Highest occupied orbital energy = -9.099 eV
Electronic energy = -21244.69249 eV
HOMO-LUMO gap = 8.6 eV
SMILES string = O=S1(=O)C2=CC=CC[C@@H]21

The geometry in ORCA input format:
```
! wB97M-V def2-TZVPD RIJCOSX def2/J DEFGRID3
* xyz 0 1
O 3.35 0.22 0.86
S 2.15 0.11 0.07
O 2.26 0.13 -1.38
C 0.78 -0.78 0.58
C -0.14 -1.64 0.03
C -1.52 -1.07 -0.02
C -1.63 0.27 -0.17
C -0.51 1.19 -0.13
C 0.54 0.73 0.72
H -0.14 -2.59 -0.36
H -2.34 -1.71 -0.25
H -2.44 0.76 -0.51
H -0.11 1.14 -1.08
H -0.89 2.19 -0.08
H 0.63 1.07 1.71
*
```

---

# 3
Formula: C23H24N2O2RuS3SiTe
Source: OMol25
Level of theory: wB97M-V/def2-TZVPD

Molecular weight = 713.41 Da
Highest occupied orbital energy = -14.816 eV
Electronic energy = -81559.81497 eV
HOMO-LUMO gap = 6.1 eV

The geometry in ORCA input format:
```
! wB97M-V def2-TZVPD RIJCOSX def2/J DEFGRID3
* xyz 2 1
Ru -0.33 0.13 -1.78
C 0.63 4.00 3.98
Si -0.04 3.72 2.27
C 0.77 4.83 1.01
C -1.89 3.80 2.19
C 0.44 1.92 1.78
C 1.06 1.00 2.66
C 1.32 -0.31 2.29
C 1.00 -0.73 1.00
N 0.46 0.13 0.15
C 0.18 1.38 0.55
S -0.67 2.01 -0.90
H 0.40 5.02 4.30
H 1.71 3.88 4.03
H 0.17 3.33 4.72
H 0.56 5.87 1.24
H 0.40 4.65 -0.01
H 1.86 4.71 1.00
H -2.24 4.79 2.48
H -2.35 3.07 2.87
H -2.28 3.61 1.19
H 1.31 1.32 3.66
H 1.77 -1.00 2.98
H 1.19 -1.74 0.65
C 2.22 -1.87 -2.64
Te 2.00 0.23 -2.97
C 3.32 0.51 -1.33
C 3.66 -0.88 -0.83
C 4.51 -1.02 0.26
C 4.83 -2.28 0.74
C 4.30 -3.41 0.12
C 3.46 -3.27 -0.98
C 3.14 -2.00 -1.45
H 2.61 -2.32 -3.56
H 1.23 -2.30 -2.46
H 2.82 1.12 -0.58
H 4.19 1.06 -1.70
H 4.94 -0.15 0.74
H 5.49 -2.39 1.58
H 4.55 -4.40 0.48
H 3.06 -4.15 -1.46
O -2.61 -0.65 0.70
S -2.49 -1.82 -0.11
O -1.94 -3.02 0.42
N -1.58 -1.37 -1.49
C -2.34 -1.26 -2.59
S -1.56 -0.42 -3.84
C -3.69 -1.73 -2.43
C -4.70 -1.84 -3.38
C -5.93 -2.34 -2.97
C -6.14 -2.71 -1.65
C -5.14 -2.60 -0.68
C -3.93 -2.11 -1.10
H -4.52 -1.55 -4.41
H -6.73 -2.44 -3.69
H -7.11 -3.10 -1.36
H -5.31 -2.90 0.34
*
```

---

The following energy above the lowest of the compared OMol25 structures with the same formula, charge and spin values (in kcal/mol) correspond, in order, to the records above: 15.7, 93.8, 0.0.